{
  "formula": "C3N3P",
  "method": "wB97M-V/def2-TZVPD",
  "species": ["C", "C", "C", "N", "N", "N", "P"],
  "coordinates": [[1.999, 0.159, -0.112], [-0.734, -1.309, -0.147], [-1.196, 1.189, -0.029], [3.034, 0.197, 0.357], [-0.914, -2.264, 0.463], [-1.740, 1.934, 0.654], [-0.449, 0.093, -1.185]],
  "charge": 0,
  "energy_ha": -619.78211,
  "lumo_energy_ha": [-0.147, -0.147]
}

---

{
  "formula": "C3NdO",
  "method": "wB97M-V/def2-TZVPD",
  "species": ["C", "C", "O", "C", "Nd"],
  "coordinates": [[1.741, 1.644, -0.006], [0.509, -0.263, -0.058], [1.697, 0.361, -0.075], [-0.706, -0.418, 0.011], [-3.241, -1.325, 0.128]],
  "charge": 2,
  "multiplicity": 5,
  "energy_ha": -750.00333,
  "s2": 6.003,
  "lumo_energy_ha": [-0.379, -0.379]
}

---

{
  "formula": "C3O3Rh",
  "method": "wB97M-V/def2-TZVPD",
  "species": ["C", "C", "O", "O", "O", "C", "Rh"],
  "coordinates": [[0.871, -0.088, -0.623], [0.691, 0.081, -1.941], [0.884, 0.199, -3.093], [-1.354, -0.466, 1.965], [0.688, 1.111, -0.092], [-2.409, -0.532, 2.379], [0.628, -0.305, 1.405]],
  "charge": 2,
  "multiplicity": 6,
  "energy_ha": -449.51292,
  "s2": 8.770,
  "lumo_energy_ha": [-0.419, -0.553]
}

---

{
  "formula": "C3O3Y",
  "method": "wB97M-V/def2-TZVPD",
  "species": ["O", "C", "O", "C", "C", "O", "Y"],
  "coordinates": [[-0.476, 2.744, 0.023], [-0.377, 3.851, 0.418], [-1.052, -0.733, -1.312], [-0.815, 0.426, -0.787], [-0.515, 1.556, -0.476], [-0.667, -1.767, -0.734], [3.903, -6.077, 2.868]],
  "charge": 5,
  "energy_ha": -375.08921,
  "lumo_energy_ha": [-0.912, -0.912]
}

---

{
  "formula": "C40H102N4O32P6",
  "method": "wB97M-V/def2-TZVPD",
  "species": ["C", "C", "O", "P", "O", "O", "C", "C", "O", "C", "C", "H", "H", "H", "H", "H", "H", "H", "H", "H", "H", "H", "H", "H", "H", "H", "C", "C", "O", "P", "O", "O", "C", "C", "O", "C", "C", "H", "H", "H", "H", "H", "H", "H", "H", "H", "H", "H", "H", "H", "H", "H", "C", "C", "O", "P", "O", "O", "C", "C", "O", "C", "C", "H", "H", "H", "H", "H", "H", "H", "H", "H", "H", "H", "H", "H", "H", "H", "C", "C", "O", "P", "O", "O", "C", "C", "O", "C", "C", "H", "H", "H", "H", "H", "H", "H", "H", "H", "H", "H", "H", "H", "H", "H", "C", "C", "O", "P", "O", "O", "C", "C", "O", "C", "C", "H", "H", "H", "H", "H", "H", "H", "H", "H", "H", "H", "H", "H", "H", "H", "C", "C", "O", "P", "O", "O", "C", "C", "O", "C", "C", "H", "H", "H", "H", "H", "H", "H", "H", "H", "H", "H", "H", "H", "H", "H", "C", "N", "O", "O", "H", "H", "H", "C", "N", "O", "O", "H", "H", "H", "C", "N", "O", "O", "H", "H", "H", "C", "N", "O", "O", "H", "H", "H"],
  "coordinates": [[6.943, -6.232, -5.584], [7.104, -4.919, -4.894], [8.520, -4.608, -4.682], [8.936, -4.038, -3.262], [7.980, -4.124, -2.149], [9.528, -2.583, -3.629], [9.029, -1.348, -2.983], [7.679, -0.844, -3.494], [10.309, -4.945, -3.000], [10.165, -6.320, -2.943], [11.442, -6.794, -2.511], [5.875, -6.445, -5.521], [7.384, -6.248, -6.581], [7.288, -7.113, -5.043], [6.806, -4.049, -5.480], [6.509, -5.003, -3.985], [9.141, -1.456, -1.904], [9.804, -0.616, -3.212], [6.896, -1.490, -3.095], [7.312, 0.104, -3.102], [7.638, -0.946, -4.578], [9.383, -6.555, -2.221], [9.819, -6.791, -3.864], [11.524, -7.833, -2.829], [12.343, -6.507, -3.052], [11.687, -6.533, -1.482], [-1.360, 4.836, -0.198], [-1.756, 5.039, 1.268], [-0.709, 5.589, 2.103], [-1.048, 6.766, 3.143], [-1.740, 7.848, 2.468], [-1.941, 6.078, 4.199], [-1.517, 5.197, 5.279], [-2.671, 4.190, 5.337], [0.394, 7.080, 3.900], [0.677, 8.359, 4.405], [2.167, 8.527, 4.783], [-1.508, 5.791, -0.703], [-0.441, 4.302, -0.440], [-2.065, 4.126, -0.630], [-2.594, 5.714, 1.097], [-2.323, 4.194, 1.659], [-0.549, 4.742, 5.068], [-1.373, 5.767, 6.197], [-3.591, 4.561, 5.789], [-2.974, 3.762, 4.382], [-2.366, 3.305, 5.895], [0.339, 9.089, 3.670], [0.143, 8.472, 5.348], [2.675, 8.847, 3.873], [2.381, 9.230, 5.589], [2.696, 7.580, 4.895], [-5.046, -4.014, 3.265], [-3.821, -4.463, 4.001], [-2.611, -3.792, 3.550], [-1.183, -3.977, 4.318], [-1.087, -5.163, 5.239], [-0.142, -3.856, 3.098], [0.209, -4.953, 2.177], [-0.755, -5.168, 0.961], [-1.167, -2.530, 5.080], [-0.113, -1.649, 5.340], [-0.626, -0.200, 5.494], [-5.106, -2.930, 3.170], [-5.031, -4.189, 2.189], [-5.963, -4.342, 3.755], [-3.885, -4.437, 5.089], [-3.616, -5.495, 3.719], [1.124, -4.478, 1.823], [0.247, -5.944, 2.630], [-0.929, -4.274, 0.361], [-0.287, -5.892, 0.294], [-1.728, -5.593, 1.204], [0.355, -2.075, 6.227], [0.528, -1.803, 4.472], [-1.080, -0.023, 6.469], [0.131, 0.582, 5.430], [-1.541, -0.053, 4.921], [4.808, 1.030, -2.196], [3.360, 0.674, -2.099], [2.994, 0.896, -0.763], [1.445, 0.871, -0.342], [0.483, 1.460, -1.296], [1.210, -0.673, -0.047], [0.276, -1.176, 0.876], [-1.174, -0.869, 0.741], [1.435, 1.421, 1.181], [1.423, 2.781, 1.576], [2.830, 3.015, 2.166], [5.313, 0.528, -1.370], [5.160, 0.829, -3.208], [5.022, 2.072, -1.960], [2.713, 1.070, -2.882], [3.303, -0.386, -2.348], [0.283, -2.265, 0.814], [0.677, -0.914, 1.855], [-1.764, -1.032, 1.643], [-1.380, 0.119, 0.329], [-1.620, -1.408, -0.096], [1.550, 3.274, 0.612], [0.576, 2.791, 2.261], [3.193, 2.390, 2.982], [3.631, 2.758, 1.473], [2.884, 4.071, 2.432], [-2.343, 3.935, -5.371], [-3.083, 3.743, -3.997], [-3.341, 2.366, -3.726], [-4.699, 1.589, -4.318], [-5.930, 2.457, -4.361], [-4.886, 0.270, -3.391], [-3.827, -0.720, -3.450], [-3.852, -1.513, -2.138], [-4.209, 1.077, -5.810], [-5.047, 0.341, -6.621], [-4.231, -0.556, -7.464], [-2.857, 4.593, -6.072], [-1.339, 4.335, -5.230], [-2.275, 3.039, -5.988], [-2.527, 4.079, -3.122], [-4.074, 4.197, -4.030], [-3.847, -1.324, -4.357], [-2.835, -0.268, -3.446], [-3.265, -0.922, -1.435], [-4.821, -1.811, -1.737], [-3.327, -2.466, -2.067], [-5.761, -0.346, -6.165], [-5.858, 0.909, -7.078], [-3.158, -0.380, -7.388], [-4.272, -1.615, -7.212], [-4.509, -0.552, -8.518], [-9.262, 3.167, -1.504], [-8.781, 2.479, -0.161], [-8.515, 1.079, -0.292], [-8.431, 0.184, 1.086], [-9.612, 0.160, 1.962], [-7.908, -1.276, 0.605], [-8.582, -2.063, -0.413], [-9.302, -3.329, 0.077], [-7.091, 0.691, 1.856], [-5.745, 0.748, 1.288], [-4.960, -0.426, 1.691], [-9.502, 4.188, -1.208], [-8.415, 3.119, -2.188], [-10.209, 2.707, -1.785], [-7.872, 2.910, 0.258], [-9.679, 2.551, 0.453], [-9.379, -1.492, -0.891], [-7.888, -2.337, -1.206], [-9.534, -3.074, 1.110], [-10.267, -3.447, -0.415], [-8.534, -4.100, 0.136], [-5.698, 0.706, 0.200], [-5.284, 1.687, 1.595], [-5.379, -1.386, 1.387], [-3.966, -0.523, 1.255], [-4.924, -0.578, 2.770], [4.286, -0.636, 4.418], [3.984, 0.362, 5.412], [3.043, 0.246, 6.102], [4.715, 1.375, 5.576], [5.280, -1.072, 4.522], [4.201, -0.175, 3.433], [3.479, -1.348, 4.588], [4.322, -3.747, -2.626], [3.552, -4.977, -2.144], [2.734, -4.834, -1.191], [3.663, -6.097, -2.651], [3.606, -2.926, -2.581], [4.543, -4.030, -3.655], [5.289, -3.552, -2.161], [4.709, 4.262, 6.440], [4.699, 5.033, 5.171], [3.620, 5.148, 4.584], [5.781, 5.384, 4.745], [3.797, 3.671, 6.524], [4.791, 4.992, 7.245], [5.640, 3.700, 6.359], [0.678, -0.229, -4.113], [0.371, -1.425, -4.892], [0.736, -2.503, -4.481], [-0.307, -1.227, -5.845], [-0.027, 0.597, -4.205], [1.505, 0.284, -4.603], [0.703, -0.451, -3.046]],
  "charge": 1,
  "multiplicity": 2,
  "energy_ha": -6259.74433,
  "s2": 0.762,
  "lumo_energy_ha": [-0.087, -0.357]
}

---

{
  "formula": "C40H102N6O13",
  "method": "wB97M-V/def2-TZVPD",
  "species": ["C", "O", "C", "C", "C", "N", "H", "H", "H", "H", "H", "H", "H", "H", "H", "H", "H", "C", "O", "C", "C", "N", "C", "C", "O", "C", "H", "H", "H", "H", "H", "H", "H", "H", "H", "H", "H", "H", "H", "H", "H", "C", "O", "C", "C", "N", "C", "C", "O", "C", "H", "H", "H", "H", "H", "H", "H", "H", "H", "H", "H", "H", "H", "H", "H", "C", "O", "C", "C", "N", "C", "C", "O", "C", "H", "H", "H", "H", "H", "H", "H", "H", "H", "H", "H", "H", "H", "H", "H", "C", "O", "C", "C", "N", "C", "C", "O", "C", "H", "H", "H", "H", "H", "H", "H", "H", "H", "H", "H", "H", "H", "H", "H", "C", "O", "C", "C", "N", "C", "C", "O", "C", "H", "H", "H", "H", "H", "H", "H", "H", "H", "H", "H", "H", "H", "H", "H", "C", "C", "C", "O", "H", "H", "H", "H", "H", "H", "H", "H", "C", "C", "C", "O", "H", "H", "H", "H", "H", "H", "H", "H"],
  "coordinates": [[-1.450, 0.811, 9.120], [-2.697, 1.597, 8.948], [-2.416, 2.625, 8.081], [-3.749, 3.487, 8.098], [-4.937, 2.721, 7.485], [-3.808, 4.750, 7.297], [-1.615, 0.039, 9.872], [-0.649, 1.392, 9.577], [-1.000, 0.466, 8.189], [-1.723, 3.336, 8.530], [-2.129, 2.273, 7.089], [-4.003, 3.616, 9.150], [-4.828, 2.189, 6.540], [-5.822, 3.254, 7.137], [-5.343, 1.903, 8.081], [-2.956, 5.227, 7.554], [-3.815, 4.694, 6.289], [-6.027, 8.526, 0.112], [-5.773, 7.462, -0.843], [-4.674, 7.536, -1.721], [-4.423, 6.031, -2.058], [-3.104, 5.818, -2.731], [-2.738, 6.676, -3.844], [-1.437, 6.198, -4.564], [-0.283, 6.818, -4.036], [0.803, 6.884, -4.978], [-6.832, 8.306, 0.813], [-6.265, 9.478, -0.361], [-5.083, 8.590, 0.654], [-3.825, 7.963, -1.188], [-4.837, 8.068, -2.658], [-5.184, 5.768, -2.793], [-4.495, 5.380, -1.187], [-2.638, 4.927, -2.640], [-2.692, 7.735, -3.592], [-3.601, 6.449, -4.471], [-1.469, 6.450, -5.624], [-1.382, 5.110, -4.529], [0.681, 7.623, -5.770], [1.052, 5.924, -5.432], [1.673, 7.283, -4.457], [4.353, -0.060, -4.392], [4.377, -0.881, -3.281], [4.547, -2.288, -3.300], [5.856, -2.672, -4.156], [6.964, -2.043, -3.536], [8.151, -2.516, -4.208], [9.266, -1.514, -3.815], [9.109, -0.239, -4.367], [9.522, -0.048, -5.710], [4.439, 0.998, -4.143], [3.404, -0.261, -4.889], [5.163, -0.194, -5.109], [3.665, -2.756, -3.738], [4.556, -2.603, -2.257], [5.697, -2.258, -5.152], [6.029, -3.745, -4.238], [7.053, -1.063, -3.763], [8.032, -2.689, -5.277], [8.412, -3.499, -3.816], [10.242, -1.918, -4.083], [9.272, -1.439, -2.728], [9.464, 0.962, -6.115], [9.046, -0.589, -6.527], [10.582, -0.287, -5.806], [-7.880, -4.254, -3.214], [-6.724, -5.042, -3.227], [-6.900, -6.212, -4.052], [-5.665, -6.643, -4.807], [-5.273, -5.613, -5.825], [-4.511, -4.587, -5.003], [-3.851, -3.562, -5.980], [-4.685, -2.394, -6.146], [-6.051, -2.671, -6.712], [-7.937, -3.850, -4.224], [-7.748, -3.401, -2.549], [-8.791, -4.832, -3.052], [-7.768, -6.237, -4.711], [-7.307, -6.932, -3.341], [-5.980, -7.469, -5.445], [-4.746, -6.977, -4.326], [-6.139, -5.165, -6.088], [-3.852, -5.111, -4.311], [-5.184, -3.992, -4.386], [-3.413, -3.915, -6.915], [-3.044, -3.224, -5.330], [-6.620, -1.752, -6.849], [-6.567, -3.271, -5.962], [-6.014, -3.101, -7.713], [-6.290, -9.773, 1.578], [-4.979, -9.768, 0.918], [-4.342, -8.567, 1.117], [-2.882, -8.774, 0.709], [-2.252, -7.576, 0.227], [-0.746, -7.643, 0.398], [-0.137, -8.813, -0.460], [-0.665, -8.671, -1.783], [-0.066, -9.532, -2.706], [-6.211, -10.496, 2.390], [-6.989, -10.081, 0.800], [-6.700, -8.813, 1.891], [-4.240, -8.199, 2.138], [-4.824, -7.883, 0.418], [-2.717, -9.440, -0.137], [-2.475, -9.356, 1.536], [-2.601, -7.422, -0.708], [-0.472, -7.751, 1.447], [-0.254, -6.696, 0.179], [-0.352, -9.848, -0.195], [0.935, -8.632, -0.529], [-0.123, -8.953, -3.628], [-0.505, -10.529, -2.659], [0.978, -9.749, -2.482], [8.259, 3.648, 2.759], [7.083, 4.480, 2.875], [6.582, 4.882, 1.658], [5.227, 5.511, 1.775], [4.241, 4.661, 2.464], [2.875, 5.132, 2.713], [2.802, 6.499, 3.411], [3.459, 7.472, 2.564], [2.781, 7.842, 1.369], [8.046, 2.760, 2.163], [8.271, 3.281, 3.785], [9.122, 4.242, 2.457], [6.334, 4.103, 0.936], [7.295, 5.607, 1.267], [4.809, 5.822, 0.817], [5.414, 6.408, 2.365], [4.198, 3.737, 2.058], [2.431, 4.358, 3.339], [2.266, 5.083, 1.810], [3.306, 6.610, 4.372], [1.735, 6.721, 3.425], [2.106, 7.059, 1.023], [3.477, 7.970, 0.540], [2.120, 8.690, 1.546], [5.373, 0.771, 6.616], [5.311, 1.711, 7.864], [6.729, 2.183, 8.298], [4.437, 2.759, 7.553], [5.903, 1.276, 5.809], [4.389, 0.625, 6.171], [5.883, -0.186, 6.728], [5.092, 1.063, 8.712], [7.172, 2.983, 7.705], [7.396, 1.322, 8.266], [6.715, 2.497, 9.342], [4.757, 3.198, 6.761], [-1.213, -0.967, 1.919], [-1.797, -0.773, 0.538], [-3.308, -0.413, 0.646], [-1.041, 0.254, -0.006], [-0.124, -1.015, 1.931], [-1.677, -1.856, 2.348], [-1.554, -0.135, 2.534], [-1.515, -1.657, -0.033], [-3.668, 0.156, -0.211], [-3.331, 0.354, 1.421], [-4.069, -1.154, 0.894], [-0.244, -0.178, -0.321]],
  "smiles": "COC[C@H](C)N.COCCNCCOC.COCCNCCOC.COCCNCCOC.COCCNCCOC.COCCNCCOC.CC(C)O.CC(C)O",
  "charge": 0,
  "energy_ha": -2891.32643,
  "lumo_energy_ha": 0.011
}